[1]
Below is the molecule C18H18BrN3O4, with properties calculated with ωB97M-V/def2-TZVPD.

Positions of all 44 atoms, in Å:
C (-0.917674, 5.164307, 4.546746)
O (0.250152, 4.399482, 4.362441)
C (0.247863, 3.426839, 3.416322)
C (-0.836657, 3.091938, 2.603475)
C (-0.720198, 2.104608, 1.647729)
C (0.462772, 1.378956, 1.457046)
N (0.584355, 0.439458, 0.460919)
C (1.687238, 0.460586, -0.479585)
C (2.100743, -0.970816, -0.821900)
N (0.947700, -1.692426, -1.320360)
C (0.862309, -2.000601, -2.634657)
O (1.751554, -1.767187, -3.430057)
C (-0.390561, -2.710245, -3.062580)
C (-0.619044, -4.030704, -2.689443)
C (-1.733659, -4.701817, -3.161376)
C (-2.633043, -4.064880, -3.999763)
C (-2.391817, -2.752473, -4.367869)
Br (-3.627110, -1.861447, -5.513590)
C (-1.276002, -2.069137, -3.917914)
C (-0.152803, -1.693162, -0.390356)
C (-0.567166, -0.246194, -0.071095)
C (1.522135, 1.673870, 2.342124)
N (2.706389, 0.869927, 2.422808)
O (2.631415, -0.300439, 2.097257)
O (3.711802, 1.385408, 2.867226)
C (1.421908, 2.700233, 3.273329)
H (-0.680105, 5.874097, 5.337016)
H (-1.760839, 4.541665, 4.862660)
H (-1.187236, 5.712359, 3.638428)
H (-1.775677, 3.614529, 2.692791)
H (-1.565943, 1.910048, 1.007620)
H (2.533622, 1.012550, -0.076305)
H (1.361071, 0.965676, -1.403188)
H (2.865712, -0.974367, -1.599015)
H (2.472510, -1.465607, 0.078547)
H (0.082715, -4.529196, -2.037857)
H (-1.907397, -5.728248, -2.876407)
H (-3.506223, -4.581160, -4.367435)
H (-1.090313, -1.052613, -4.229983)
H (-1.000366, -2.241312, -0.802190)
H (0.177422, -2.173724, 0.536570)
H (-1.362847, -0.264336, 0.673661)
H (-0.938884, 0.234184, -0.990201)
H (2.260180, 2.911370, 3.918411)

Cartesian forces, eV/Å:
C -0.1517 0.1006 0.0266
O 0.2677 -0.0910 0.0434
C -0.0248 -0.3209 -0.3099
C 0.1197 0.2623 0.3656
C 0.2894 -0.1650 -0.1070
C 0.0876 0.2134 0.2260
N -0.1520 -0.2196 -0.1626
C 0.1823 -0.1734 -0.0620
C 0.3799 0.2710 -0.1064
N 0.1417 -0.0167 0.2032
C -0.1235 -0.1568 -0.0323
O 0.0812 0.0823 -0.2621
C -0.0506 -0.2085 -0.2491
C 0.0409 0.1456 -0.0173
C 0.0300 0.0061 0.0295
C -0.0665 0.0738 -0.0839
C -0.1604 0.1013 -0.0883
Br 0.1593 -0.1123 0.1323
C 0.0075 -0.0042 0.0221
C -0.5433 0.1987 0.1142
C 0.0154 -0.3506 0.1039
C -1.2412 0.8560 0.0375
N 0.6440 -0.5248 0.1057
O 0.0967 -0.0964 0.0767
O 0.2372 0.1057 0.0120
C -0.0379 0.0404 0.0086
H -0.0723 -0.0298 -0.0615
H 0.0221 0.0165 -0.0251
H 0.0001 -0.0295 0.0219
H -0.0826 0.0698 0.0260
H -0.0392 -0.0270 -0.1078
H -0.0373 -0.0016 -0.0157
H 0.0866 0.0012 0.0210
H -0.0676 -0.0130 0.1197
H -0.0193 0.0375 -0.1126
H 0.0730 -0.0581 0.0828
H -0.0099 -0.0943 0.0218
H -0.0607 -0.0207 -0.0278
H 0.0148 0.0750 -0.0442
H 0.0980 0.0432 0.0821
H -0.0991 0.0070 -0.0334
H 0.0016 0.0219 -0.0370
H -0.0741 -0.0165 0.0232
H 0.0377 0.0015 0.0404

Calculated values
Structure (SMILES): COc1ccc(N2CCN(C(=O)c3cccc(Br)c3)CC2)c([N+](=O)[O-])c1
DFT total energy (eV): -101657.9800
Maximum force (eV/A): 1.5
Relative energy (zero: lowest compared OMol25 entry of this formula, charge and spin) (kcal per mole): 86.8
HOMO level (Eh): -0.295
Charge: 0


[2]
Below is the molecule C9H8F5P, with properties calculated with ωB97M-V/def2-TZVPD.

Positions of all 23 atoms, in Å:
F (3.067592, -1.506355, 0.585341)
C (2.041406, -0.899110, 0.000436)
P (1.271082, -1.926343, -1.412601)
C (1.604257, 0.194355, 0.568061)
F (2.168566, 0.598760, 1.757348)
C (0.440025, 1.159960, 0.245356)
F (0.978788, 2.435111, 0.413636)
C (-0.692368, 0.821841, 1.269557)
C (-0.776583, -0.676306, 1.289506)
C (-1.074922, -1.073971, 0.056347)
C (-1.486260, 0.140320, -0.677208)
C (-1.958682, 1.053115, 0.492567)
C (-0.306595, 0.943698, -1.088906)
F (0.473318, 0.440233, -2.094579)
F (-0.745545, 2.157532, -1.687078)
H (1.901115, -3.058316, -0.958594)
H (2.202200, -1.663189, -2.373958)
H (-0.638082, 1.306783, 2.200534)
H (-0.492213, -1.163826, 2.136401)
H (-0.913713, -2.014483, -0.340371)
H (-2.119357, 0.060105, -1.499950)
H (-2.868964, 0.685030, 0.980424)
H (-2.075061, 1.985055, 0.137737)

Cartesian forces, eV/Å:
F 0.7646 -0.4854 0.4617
C -0.4335 -1.1784 -1.6967
P -0.1522 0.8452 0.9700
C -0.5777 2.1571 0.6650
F -0.2500 -0.3398 -0.9984
C 1.3956 -0.3458 1.1715
F -0.7640 -0.5299 -0.4381
C -0.8309 -0.1595 -0.3659
C 0.0666 0.9529 -1.4147
C -0.5363 0.6080 1.8269
C -0.4249 0.7414 0.1345
C -0.2393 -2.6433 -0.1477
C 0.8754 1.8226 -1.4916
F -0.0992 -0.0402 0.3784
F 0.5016 -1.1159 1.2752
H 0.5154 -0.8142 0.3396
H 0.8934 0.2813 -0.7109
H 0.4722 0.6483 1.1188
H 0.9767 -1.8725 1.8539
H -0.5652 -1.6469 -0.5609
H -1.2944 -0.4762 -1.3142
H 0.3361 0.0435 -0.1347
H -0.6298 3.5478 -0.9217

Calculated values
Structure (SMILES): F/C(P)=C(\F)[C@]1(F)[C@@H]2C=C[C@@H](C2)C1(F)F
DFT total energy (eV): -32335.3158
Maximum force (eV/A): 3.7
Relative energy (zero: lowest compared OMol25 entry of this formula, charge and spin) (kcal per mole): 0.0
HOMO level (Eh): -0.349
Charge: 0


[3]
Below is a structure of composition C6H14OSi, with properties calculated with ωB97M-V/def2-TZVPD.

Positions of all 22 atoms, in Å:
C (1.847705, -0.412054, 2.249499)
C (1.674278, 0.270495, 1.285451)
C (2.182401, 0.338472, -1.052132)
C (-2.364836, -0.579385, 0.784011)
C (-3.079039, 0.441759, -1.734272)
C (1.735144, 1.195706, 0.155428)
O (-1.432529, 2.199107, 0.338219)
Si (-2.294379, 1.053067, -0.082045)
H (1.286262, -1.402875, -3.274763)
H (1.738902, -1.136538, 3.023777)
H (3.287271, 0.374729, -1.194453)
H (1.550368, 0.798264, -1.908312)
H (1.783540, -0.632271, -0.997686)
H (-1.510114, -0.461996, 1.390116)
H (-3.246695, -0.858891, 1.395027)
H (-2.236671, -1.413494, 0.043533)
H (-3.792073, -0.497859, -1.616992)
H (-3.680939, 1.184045, -2.230153)
H (-2.346184, 0.065133, -2.405597)
H (0.756124, 1.649159, 0.020132)
H (2.523788, 1.918274, 0.419170)
H (1.172492, -2.169327, -3.471200)

Cartesian forces, eV/Å:
C -0.6679 -1.0717 0.6694
C 0.3625 1.0984 0.0320
C -1.0409 2.8634 -1.7398
C -0.9100 -0.5391 -0.1230
C -2.0499 -0.6000 0.9571
C 0.7696 -1.2007 0.6049
O 0.5026 1.4459 0.1684
Si -1.5670 -3.4435 -1.8076
H -0.2493 -1.7041 -0.4496
H 0.3040 0.1519 0.0660
H -1.0389 -0.1774 -0.1841
H 1.7724 -0.6339 0.6261
H -0.0368 -1.4340 0.3523
H 1.1111 -0.6210 1.2183
H 0.4842 0.4453 -0.2512
H 0.0709 0.9034 0.5564
H 1.4025 1.9955 0.4058
H -0.0581 0.3733 -0.4975
H 1.0003 0.0118 -0.6500
H 0.1877 0.3079 -0.0739
H -0.5895 0.1421 -0.3024
H 0.2404 1.6865 0.4227

Calculated values
DFT total energy (eV): -16370.7285
Maximum force (eV/A): 4.2
Relative energy (zero: lowest compared OMol25 entry of this formula, charge and spin) (kcal per mole): 117.9
HOMO level (Eh): -0.355
Charge: 0


[4]
Below is a cluster of 2 separate species, C2H9N2O in total, with properties calculated with ωB97M-V/def2-TZVPD.

Positions of all 14 atoms, in Å:
C (0.256837, 0.528083, 0.991936)
C (1.146353, -0.147422, 0.266516)
N (2.459395, 0.114279, 0.112043)
N (-1.193094, 0.194849, 0.782285)
H (0.380136, 1.223777, 1.800234)
H (0.754493, -0.922371, -0.375162)
H (3.052174, -0.631276, -0.209726)
H (2.857590, 0.849043, 0.671169)
H (-1.403186, 0.119688, -0.239493)
H (-1.733977, 0.986386, 1.123370)
H (-1.481046, -0.634305, 1.297669)
H (-1.856921, -1.360528, -2.088142)
H (-2.887793, -0.293120, -1.768808)
O (-1.928825, -0.448978, -1.775341)

Cartesian forces, eV/Å:
C -0.9209 -0.2306 0.3647
C -0.1164 0.2961 -0.4835
N -0.1861 -0.1414 0.3305
N 0.7963 0.7387 0.0382
H 0.4174 0.2365 -0.1049
H 0.0776 -0.2349 -0.1914
H 0.1650 0.1813 0.0222
H 0.3144 -0.1144 -0.0043
H -0.0690 -0.5950 0.2416
H -0.1565 -0.0602 0.1151
H -0.1576 -0.1057 -0.1151
H 0.1812 0.0671 -0.0651
H 0.2535 0.0847 -0.2222
O -0.5988 -0.1220 0.0743

Calculated values
DFT total energy (eV): -7240.8584
Maximum force (eV/A): 1.1
Relative energy (zero: lowest compared OMol25 entry of this formula, charge and spin) (kcal per mole): 34.5
HOMO level (Eh): -0.474
Charge: +1


[5]
Below is the ion C7H13N2OS with charge +1, with properties calculated with ωB97M-V/def2-TZVPD.

Positions of all 24 atoms, in Å:
C (-2.612581, -0.666461, 1.770128)
C (-1.283232, -0.743021, 1.077214)
O (-0.691327, -1.771607, 1.107537)
C (-0.850191, 0.355643, 0.191307)
N (0.363471, 0.327669, -0.602631)
N (1.465650, -0.473111, -0.296982)
C (2.491814, -0.559935, -1.307939)
C (1.820432, -0.706949, 1.099928)
C (0.313228, 1.103955, -1.837117)
S (-1.495900, 1.339307, -2.082646)
C (-1.811290, 1.322974, -0.346660)
H (-3.378559, -0.887797, 1.092519)
H (-2.631856, 0.395552, 2.166618)
H (-2.678846, -1.211822, 2.635401)
H (2.666207, 0.442864, -1.721113)
H (3.364501, -0.832412, -0.661438)
H (2.385780, -1.209451, -2.266422)
H (1.225996, -0.032041, 1.740893)
H (1.638445, -1.674785, 1.391650)
H (2.825750, -0.625675, 1.260424)
H (0.662568, 2.141622, -1.609183)
H (0.808580, 0.645821, -2.754620)
H (-2.873842, 1.011005, -0.189707)
H (-1.724798, 2.308655, 0.142839)

Cartesian forces, eV/Å:
C 1.6223 4.3980 -0.1773
C -0.9738 -0.6475 0.5523
O 1.7681 -1.5322 -0.2366
C 4.2731 -0.0641 -2.9060
N -2.3902 -2.5508 3.8969
N -2.3604 1.2251 -0.7900
C 1.5117 0.0897 -0.7128
C -2.5531 1.7303 -0.4992
C -0.8284 1.4097 -0.7216
S 0.4681 -0.0286 -1.5466
C -1.1561 0.6278 0.7467
H -1.3603 -0.1009 -0.8838
H -0.8083 -0.8112 -0.6666
H 0.2016 -1.9876 1.6927
H 0.3625 -0.1338 0.2720
H -0.3647 -0.0306 -1.4248
H -0.3374 0.4385 2.1585
H 0.4497 -0.2032 -0.2579
H -1.1265 -2.3740 0.5376
H 2.7731 1.0516 0.0768
H 0.4996 -0.9503 -0.3267
H -0.7692 0.4979 1.5314
H 0.9616 0.0953 -0.0946
H 0.1370 -0.1491 -0.2204

Calculated values
Structure (SMILES): CC(=O)C1=[N+](N(C)C)CSC1
DFT total energy (eV): -23322.5186
Maximum force (eV/A): 5.2
Relative energy (zero: lowest compared OMol25 entry of this formula, charge and spin) (kcal per mole): 90.2
HOMO level (alpha / beta) (Eh): -0.486 / -0.486
Charge: +1


[6]
Below is the molecule C5H8O, with properties calculated with ωB97M-V/def2-TZVPD.

Positions of all 14 atoms, in Å:
C (0.945165, -0.849265, -1.205587)
C (-0.129130, -0.076983, -1.359060)
C (-0.555467, 0.984588, -0.358718)
C (0.192607, 0.892292, 0.946138)
C (-0.032134, -0.161413, 1.733078)
O (-0.876823, -1.171747, 1.390428)
H (1.215583, -1.622505, -1.916441)
H (1.595851, -0.717749, -0.344731)
H (-0.755191, -0.198468, -2.242889)
H (-1.629010, 0.853458, -0.150831)
H (-0.463825, 1.977234, -0.813407)
H (0.949185, 1.623075, 1.210847)
H (0.443991, -0.323662, 2.696714)
H (-0.900803, -1.208857, 0.414459)

Cartesian forces, eV/Å:
C -0.1223 0.0921 -0.0788
C 0.2215 -0.0540 -0.1045
C 0.0315 0.0228 -0.0583
C -0.0704 -0.1520 0.0986
C 0.2009 0.2767 0.0413
O 0.0800 -0.1025 -0.2277
H -0.0813 0.1481 -0.0398
H -0.1108 -0.1174 -0.0950
H 0.0475 0.0271 0.1227
H 0.1499 0.0439 -0.1233
H 0.0533 -0.1233 0.0589
H -0.2038 -0.0586 0.0745
H -0.1066 0.1023 -0.1218
H -0.0893 -0.1053 0.4533

Calculated values
Structure (SMILES): C=CC/C=C\O
DFT total energy (eV): -7360.7341
Maximum force (eV/A): 0.5
Relative energy (zero: lowest compared OMol25 entry of this formula, charge and spin) (kcal per mole): 35.1
HOMO level (Eh): -0.326
Charge: 0


What is the DFT total energy in the third record? -16370.7285 eV


What did the fifth record say?
Below is the ion C7H13N2OS with charge +1, with properties calculated with ωB97M-V/def2-TZVPD.

Positions of all 24 atoms, in Å:
C (-2.612581, -0.666461, 1.770128)
C (-1.283232, -0.743021, 1.077214)
O (-0.691327, -1.771607, 1.107537)
C (-0.850191, 0.355643, 0.191307)
N (0.363471, 0.327669, -0.602631)
N (1.465650, -0.473111, -0.296982)
C (2.491814, -0.559935, -1.307939)
C (1.820432, -0.706949, 1.099928)
C (0.313228, 1.103955, -1.837117)
S (-1.495900, 1.339307, -2.082646)
C (-1.811290, 1.322974, -0.346660)
H (-3.378559, -0.887797, 1.092519)
H (-2.631856, 0.395552, 2.166618)
H (-2.678846, -1.211822, 2.635401)
H (2.666207, 0.442864, -1.721113)
H (3.364501, -0.832412, -0.661438)
H (2.385780, -1.209451, -2.266422)
H (1.225996, -0.032041, 1.740893)
H (1.638445, -1.674785, 1.391650)
H (2.825750, -0.625675, 1.260424)
H (0.662568, 2.141622, -1.609183)
H (0.808580, 0.645821, -2.754620)
H (-2.873842, 1.011005, -0.189707)
H (-1.724798, 2.308655, 0.142839)

Cartesian forces, eV/Å:
C 1.6223 4.3980 -0.1773
C -0.9738 -0.6475 0.5523
O 1.7681 -1.5322 -0.2366
C 4.2731 -0.0641 -2.9060
N -2.3902 -2.5508 3.8969
N -2.3604 1.2251 -0.7900
C 1.5117 0.0897 -0.7128
C -2.5531 1.7303 -0.4992
C -0.8284 1.4097 -0.7216
S 0.4681 -0.0286 -1.5466
C -1.1561 0.6278 0.7467
H -1.3603 -0.1009 -0.8838
H -0.8083 -0.8112 -0.6666
H 0.2016 -1.9876 1.6927
H 0.3625 -0.1338 0.2720
H -0.3647 -0.0306 -1.4248
H -0.3374 0.4385 2.1585
H 0.4497 -0.2032 -0.2579
H -1.1265 -2.3740 0.5376
H 2.7731 1.0516 0.0768
H 0.4996 -0.9503 -0.3267
H -0.7692 0.4979 1.5314
H 0.9616 0.0953 -0.0946
H 0.1370 -0.1491 -0.2204

Calculated values
Structure (SMILES): CC(=O)C1=[N+](N(C)C)CSC1
DFT total energy (eV): -23322.5186
Maximum force (eV/A): 5.2
Relative energy (zero: lowest compared OMol25 entry of this formula, charge and spin) (kcal per mole): 90.2
HOMO level (alpha / beta) (Eh): -0.486 / -0.486
Charge: +1


Which of these has the highest DFT total energy? C2H9N2O